(1)
Here is a molecular structure, C20H27ClNO2PRu at a distorted geometry from the Open Molecules 2025 dataset. Energies are from ωB97M-V/def2-TZVPD.

Geometry as XYZ:
```
53
Properties=species:S:1:pos:R:3:forces:R:3
C 1.589436 -4.049455 -0.635277 0.0 -0.3 0.1
C 1.603459 -3.432044 0.605694 0.0 0.5 0.6
C 1.129730 -2.118121 0.764009 0.4 -1.1 -0.3
C 0.595531 -1.467275 -0.349819 0.1 1.0 -0.3
C 0.564608 -2.087391 -1.603732 0.3 -0.8 0.1
C 1.054760 -3.391940 -1.743437 -0.1 0.6 -0.4
C 1.212873 -1.457779 2.093313 -0.3 0.0 0.2
C 1.477164 0.052074 2.023289 -0.4 -0.2 1.2
N 2.856478 0.374056 2.046037 -0.8 1.4 -1.8
Ru -0.193127 0.422666 -0.233143 -1.6 -0.3 1.2
C 0.094299 -1.246036 -2.748094 -0.1 0.6 -0.3
P 0.537841 0.516663 -2.277034 1.1 -2.1 -3.4
H 2.011489 -3.910705 1.503301 -0.1 -0.1 -0.5
H 1.060264 -3.843094 -2.741180 0.0 0.0 0.5
H 2.021848 -5.046185 -0.738470 -0.2 0.3 0.0
H -0.997994 -1.265099 -2.888194 0.3 -0.2 0.0
H 0.588164 -1.500100 -3.687385 -0.2 -0.1 -0.1
H 0.251831 -1.558395 2.631800 0.4 0.0 -0.2
H 2.001771 -1.924099 2.694627 -0.2 0.0 0.1
H 0.963590 0.481576 1.071948 1.4 0.1 1.6
C -0.026789 1.480215 -3.704551 -0.1 0.5 0.3
C 2.350104 0.445840 -2.568216 0.1 0.3 0.3
H 1.018853 0.554964 2.883977 -0.1 0.0 -0.4
C 3.656175 -0.022441 0.921844 1.2 -0.5 0.0
C 3.182521 1.681116 2.568926 0.5 0.2 1.0
H -1.273098 1.615421 -0.663711 0.8 1.0 0.4
H 4.701581 0.192354 1.179019 -0.2 -0.2 -0.2
H 3.537388 -1.090002 0.702277 -0.1 0.2 0.0
H 3.414849 0.556267 0.006091 -0.2 -0.1 0.5
H 4.267121 1.746315 2.693054 -0.2 0.1 0.0
H 2.859465 2.493832 1.889554 0.0 -0.5 0.1
H 2.690116 1.820137 3.539344 0.1 0.0 -0.3
H 2.543570 0.166569 -3.619239 -0.1 0.2 0.5
H 2.754714 1.449434 -2.358342 0.1 -0.4 -0.2
H 2.823765 -0.299214 -1.907268 -0.3 0.3 -0.3
H 0.392294 1.069425 -4.636925 -0.1 0.1 0.4
H -1.123144 1.464782 -3.756583 0.3 0.1 0.0
H 0.330852 2.510228 -3.568234 -0.2 -0.2 -0.2
H -0.502142 2.108651 -0.101780 -0.8 -0.4 -0.4
Cl -7.322064 1.885678 -0.401111 1.1 -0.3 0.5
C -5.810483 1.535465 0.318055 -1.4 0.3 -0.5
C -5.041664 2.593721 0.830869 1.8 0.6 0.9
C -3.809613 2.308396 1.423995 -2.0 1.0 -0.6
C -3.402854 0.985199 1.479229 1.6 0.1 0.3
C -4.136625 -0.082661 0.948006 -1.4 -0.3 -0.4
C -5.368932 0.203474 0.385714 0.9 -1.6 0.1
C -1.984294 0.792011 1.973801 0.3 -0.6 0.7
O -1.526073 1.450989 2.893653 -0.5 -0.6 -1.1
O -1.375744 -0.159194 1.297305 -0.5 0.6 0.6
H -5.383609 3.612972 0.756333 -0.2 0.1 -0.1
H -3.162077 3.068090 1.851469 -0.2 0.0 -0.1
H -3.719975 -1.092303 0.994259 -0.3 0.4 -0.1
H -5.978205 -0.595046 -0.039067 0.1 0.3 0.1
```
Positions in Å, forces in eV/Å.

Results
gap between HOMO and LUMO (alpha / beta): 8.1164 / 3.9851 eV
LUMO (alpha / beta): -6.172 / -10.189 eV
energy relative to the best compared isomer or geometry (same formula, charge and spin): 0.614 eV
<S²>: 6.0380
net charge: +2
spin multiplicity: 5



(2)
Here is a gas-phase ion, C3H6N3O (charge +1) at a distorted geometry from the Open Molecules 2025 dataset. Energies are from ωB97M-V/def2-TZVPD.

Geometry as XYZ:
```
13
Properties=species:S:1:pos:R:3:forces:R:3
C -1.817165 0.626389 0.089502 0.0 0.6 0.4
N -0.456275 0.068393 -0.105360 -1.9 -1.8 0.9
C -0.007138 -1.199033 -0.002220 0.9 0.1 -0.8
C 1.354420 -1.185847 -0.014950 -1.2 2.5 0.6
N 1.708039 0.141563 -0.015059 1.4 -1.1 -1.2
O 2.821497 0.634692 -0.073159 -0.1 0.3 0.4
N 0.603610 0.833724 -0.218549 0.9 6.0 1.4
H -2.044709 1.140520 -0.873595 -0.3 0.0 1.2
H -2.495403 -0.179625 0.313770 -0.1 -0.7 -0.8
H -1.962408 1.168803 1.087598 0.9 0.1 -1.7
H -0.476630 -2.127934 -0.187927 -1.5 -0.3 0.4
H 2.103334 -1.877077 -0.038349 1.6 -1.9 0.1
H 0.668833 1.955427 0.038299 -0.5 -3.7 -0.9
```
Positions in Å, forces in eV/Å.

Results
gap between HOMO and LUMO (alpha / beta): 9.4556 / 9.4561 eV
LUMO (alpha / beta): -4.891 / -4.892 eV
energy relative to the best compared isomer or geometry (same formula, charge and spin): 4.126 eV
SMILES: Cn1cc[n+](=O)[nH]1
net charge: +1
spin multiplicity: 1



(3)
Here is a molecular structure, C39H38MoN4O3S4Te at a distorted geometry from the Open Molecules 2025 dataset. Energies are from ωB97M-V/def2-TZVPD.

Geometry as XYZ:
```
90
Properties=species:S:1:pos:R:3:forces:R:3
Mo 0.081788 -0.998621 -1.066836 2.3 1.1 -0.7
C -5.841812 0.074579 2.769164 -0.2 0.0 0.0
C -4.475812 -0.205021 2.226064 0.1 0.2 0.5
C -3.348712 -0.058621 3.009664 0.1 -0.1 -0.5
C -2.058512 -0.343821 2.508264 -0.6 -0.6 -0.5
C -0.835712 -0.072321 3.129864 0.4 0.7 0.9
N -0.597512 0.637279 4.217164 -0.7 -0.7 -1.0
C 0.704088 1.064879 4.693164 0.8 0.1 0.4
C 1.901188 0.591079 3.870064 -0.2 0.2 -0.1
C 2.066388 1.312879 2.518264 -0.8 -0.2 0.1
N 3.433888 1.197179 2.061764 0.7 -0.5 -0.4
C 4.083688 0.092279 1.761364 -0.2 0.5 0.2
C 3.621188 -1.234721 1.585264 -0.4 -0.4 -0.3
C 4.507688 -2.233521 2.053164 -0.4 -0.2 0.0
C 4.155988 -3.568221 2.100064 0.2 0.4 0.1
C 5.014688 -4.576621 2.796164 0.0 -0.1 -0.1
C 2.967188 -3.937421 1.479064 -0.2 0.7 -0.3
C 2.133988 -3.025521 0.812664 0.6 0.3 0.8
C 1.108388 -3.619321 0.013764 -0.7 -0.1 -0.9
N 0.338688 -3.068621 -0.865836 0.9 -0.6 1.0
C -0.448012 -3.973921 -1.688436 -0.4 -0.6 -0.6
C -0.782512 -3.315421 -3.023636 0.1 0.0 0.1
C -1.947912 -2.330121 -2.892336 -0.1 -0.4 -1.1
N -1.860212 -1.595821 -1.646036 -1.6 0.0 0.5
C -2.962912 -1.474521 -0.974836 0.6 -0.2 -1.0
C -3.089012 -0.932721 0.343364 -0.3 0.2 1.2
C -4.335712 -0.623321 0.896964 1.0 -0.1 -0.2
C -1.931912 -0.869221 1.170864 -0.2 -0.1 0.6
O -0.784412 -1.245421 0.739164 -0.5 -0.2 1.0
C 2.400188 -1.616721 0.915464 0.2 -0.1 0.0
O 1.667088 -0.719721 0.362064 -0.3 0.2 0.2
H -5.794112 0.455179 3.786664 0.0 0.0 0.0
H -6.444112 -0.834821 2.771164 0.0 0.0 0.0
H -6.359612 0.807479 2.150564 0.0 0.0 0.0
H -3.457812 0.259479 4.035964 -0.1 0.1 0.1
H 0.029888 -0.441221 2.598864 0.1 0.1 -0.1
H -1.379512 0.958279 4.772764 -0.1 0.1 -0.1
H 0.826588 0.708679 5.724064 -0.1 0.1 -0.2
H 0.705688 2.161979 4.728864 -0.1 -0.2 0.0
H 1.857288 -0.488521 3.723664 0.1 -0.1 0.0
H 2.791988 0.793579 4.468664 -0.1 0.0 0.1
H 1.843888 2.376379 2.632464 0.1 -0.1 -0.1
H 1.396788 0.896179 1.755864 0.2 0.2 0.1
H 3.993088 2.039879 2.142964 0.0 -0.2 -0.1
H 5.162888 0.200279 1.726064 0.0 0.2 0.0
H 5.457288 -1.931821 2.471964 0.1 0.1 0.1
H 5.871288 -4.093021 3.259564 0.0 -0.1 0.0
H 5.374288 -5.337821 2.104864 0.1 0.0 0.0
H 4.437888 -5.086521 3.567764 0.1 0.0 0.1
H 2.696688 -4.984221 1.466664 0.0 -0.1 -0.1
H 1.059788 -4.706421 0.102864 0.0 0.1 -0.1
H -1.367112 -4.258221 -1.159536 0.1 0.1 0.0
H 0.126688 -4.888921 -1.866436 -0.1 0.1 0.1
H -1.048512 -4.076021 -3.759436 0.0 0.0 0.1
H 0.123388 -2.815221 -3.389036 -0.2 0.0 -0.1
H -2.895412 -2.876021 -2.934936 0.0 0.0 0.1
H -1.923112 -1.618821 -3.727536 -0.1 -0.2 0.2
H -3.891012 -1.823021 -1.429336 0.1 -0.1 -0.1
H -5.221412 -0.707221 0.284864 -0.1 -0.1 -0.1
O 3.102588 -0.661121 -7.467836 0.2 0.0 -0.5
C 2.648688 -0.642521 -6.376136 -0.2 0.1 0.5
S 1.063388 0.096379 -5.985936 -0.2 0.0 0.0
C 1.093588 -0.308621 -4.294036 1.0 -0.7 0.3
C 2.195488 -0.948221 -3.811036 -0.7 0.5 -0.6
S 2.337988 -1.218121 -2.120136 -0.3 -0.1 0.1
S 3.460788 -1.344821 -4.948136 0.0 0.0 0.2
S -0.176612 0.137479 -3.213236 0.0 0.1 -0.1
Te -1.058112 1.570979 -0.368836 0.1 1.8 -0.6
C -2.264512 2.360179 -1.971536 0.1 -0.2 0.3
C -1.700012 2.819679 -3.152436 0.2 0.1 0.1
C -2.518012 3.267079 -4.178136 0.0 0.0 0.1
C -3.892012 3.295779 -4.008936 0.0 0.0 0.0
C -4.450712 2.881479 -2.811336 -0.1 0.0 0.0
C -3.641812 2.404679 -1.790336 0.1 -0.2 0.2
C 0.272488 3.256479 -0.378436 -0.2 -0.4 0.1
C 1.264988 3.448979 -1.327036 0.0 -0.4 -0.2
C 1.936988 4.661179 -1.374336 0.0 0.0 0.0
C 1.629588 5.666579 -0.472836 0.0 0.0 0.0
C 0.675288 5.453479 0.508364 0.0 0.1 0.0
C -0.006212 4.250479 0.554464 -0.2 -0.3 0.1
H -0.627812 2.835179 -3.281936 0.0 0.0 0.0
H -2.074712 3.594479 -5.106036 0.0 0.1 -0.1
H -4.525212 3.658179 -4.804436 -0.1 0.0 -0.1
H -5.519112 2.935879 -2.670236 -0.1 0.0 0.0
H -4.077212 2.083679 -0.851636 -0.1 0.0 0.0
H 1.506888 2.661379 -2.031836 0.0 0.0 0.0
H 2.688888 4.829479 -2.129336 0.1 0.0 -0.1
H 2.128688 6.620279 -0.535936 0.1 0.1 0.0
H 0.445488 6.232279 1.218664 0.0 0.1 0.1
H -0.778812 4.081379 1.294764 0.0 0.1 0.0
```
Positions in Å, forces in eV/Å.

Results
gap between HOMO and LUMO (alpha / beta): 4.3843 / 4.7527 eV
LUMO (alpha / beta): -6.553 / -6.571 eV
<S²>: 2.0299
net charge: +2
spin multiplicity: 3



(4)
Here is a molecular structure, C5H16N2O at a distorted geometry from the Open Molecules 2025 dataset. Energies are from ωB97M-V/def2-TZVPD.

Geometry as XYZ:
```
24
Properties=species:S:1:pos:R:3:forces:R:3
N 0.924159 -0.375526 0.662925 0.2 3.7 0.1
C -0.271723 0.373862 0.430031 0.3 -6.0 2.3
C -0.199226 1.491338 -0.649557 -1.9 3.3 -3.6
C -0.029379 0.649654 -2.070893 -2.8 -2.5 2.1
C -1.424720 0.181300 -2.578593 -0.5 1.0 -0.4
C -0.755407 1.505980 1.194235 2.9 -2.5 -0.3
N 0.897967 -0.805869 3.718623 -2.9 -0.4 -0.5
H 0.579703 -0.723324 2.613424 1.1 0.3 3.2
H 1.715852 0.337767 0.822973 -1.1 -1.5 0.1
H -0.917894 -0.550305 0.084489 -0.1 2.6 0.7
H -1.096500 2.299915 -0.932215 2.4 -2.0 0.8
H 0.767064 1.948114 -0.651004 0.4 0.9 0.8
H 0.582813 -0.285807 -1.900195 -0.4 1.3 0.1
H 0.401055 1.257466 -2.780229 1.2 1.9 -1.2
H -2.292260 0.939233 -2.476450 1.5 -1.1 0.4
H -1.411011 0.044103 -3.679826 0.3 -0.4 0.6
H -1.638272 -0.763099 -2.070293 -0.4 0.2 -0.3
H 0.094475 1.885349 1.810348 -1.0 0.4 -0.8
H -1.744973 1.400746 1.570491 -1.0 1.0 -0.7
H 0.302369 -1.655794 4.061214 1.4 2.0 -0.7
H 0.554135 0.008691 4.363419 0.6 -1.8 -2.0
H 1.183230 -3.076142 -0.813411 -0.1 0.0 -0.3
H 0.726549 -1.745013 -0.180794 0.5 0.0 -1.3
O 0.690189 -2.283116 -1.058015 -0.1 -0.4 1.0
```
Positions in Å, forces in eV/Å.

Results
gap between HOMO and LUMO: 6.5046 eV
LUMO: -1.283 eV
energy relative to the best compared isomer or geometry (same formula, charge and spin): 7.060 eV
spin multiplicity: 1



(5)
Here is 6 unconnected molecules or ions with the total composition C28H43N5O10 at a distorted geometry from the Open Molecules 2025 dataset. Energies are from ωB97M-V/def2-TZVPD.

Geometry as XYZ:
```
86
Properties=species:S:1:pos:R:3:forces:R:3
C -4.370314 2.095593 -2.444535 -3.4 -2.4 -1.5
C -3.246314 1.366593 -1.775535 1.4 0.1 -1.1
C -2.458314 2.299593 -0.922535 2.6 2.1 1.6
C -3.144314 2.866593 0.333465 -2.7 -2.1 0.7
C -3.480314 1.638593 1.263465 3.9 3.1 -0.2
C -4.262314 0.653593 0.565465 -3.4 -4.0 2.5
N -3.861314 0.369593 -0.834535 -1.6 -4.2 -3.3
O -4.236314 -0.676407 -1.417535 1.3 3.5 3.1
C -5.883314 0.895593 0.587465 1.8 -1.3 3.8
C -3.991314 -0.637407 1.537465 -3.2 0.3 -3.1
C -2.251314 0.695593 -2.859535 1.2 -0.9 5.2
H -4.164314 2.549593 -3.351535 1.9 0.2 -2.3
H -4.658314 3.020593 -2.022535 -1.2 0.4 1.8
H -5.239314 1.368593 -2.908535 1.7 1.7 2.0
H -2.283314 3.217593 -1.460535 0.4 0.1 -1.0
H -1.401314 1.877593 -0.694535 -1.8 0.4 -0.1
H -4.046314 3.485593 0.200465 -1.1 -1.1 -1.4
H -2.879314 3.715593 0.878465 3.1 0.9 1.1
H -3.885314 1.915593 2.289465 0.5 -0.6 -1.4
H -2.424314 1.123593 1.305465 -1.9 1.0 0.8
H -6.056314 1.642593 -0.051535 -0.6 4.3 -1.5
H -6.208314 1.024593 1.732465 0.9 0.1 -2.8
H -6.594314 0.263593 0.124465 0.1 -2.3 -0.1
H -3.931314 -0.544407 2.588465 -0.2 0.8 0.8
H -3.202314 -1.084407 1.127465 4.5 -1.1 -0.9
H -4.623314 -1.437407 1.184465 -1.5 -0.1 0.7
H -2.651314 -0.068407 -3.450535 -1.0 -1.3 -0.6
H -1.397314 0.294593 -2.117535 -1.7 0.5 -2.1
H -1.786314 1.396593 -3.485535 0.3 1.5 -0.5
C 0.077686 -0.831407 -0.570535 -1.6 -0.4 2.4
O 0.587686 0.273593 -0.842535 0.8 -0.4 -0.8
O 0.709686 -2.029407 -0.959535 -2.2 0.6 2.0
O -0.961314 -0.992407 0.102465 -0.7 -0.1 -0.1
H 1.184686 -1.555407 -1.568535 3.3 0.5 -3.3
C 3.205686 1.202593 1.504465 3.1 0.0 2.7
C 4.217686 2.261593 2.233465 1.5 -4.7 0.3
C 5.545686 1.503593 2.627465 -10.3 -5.8 -4.3
C 5.801686 -0.038407 2.488465 -3.3 1.1 -2.9
C 4.815686 -0.881407 1.738465 0.0 2.1 0.7
C 3.450686 -0.190407 1.385465 5.3 0.4 1.3
N 7.135686 -0.663407 2.826465 0.3 -3.9 -1.1
O 7.359686 -1.891407 2.412465 -1.4 4.2 1.0
O 7.946686 -0.100407 3.512465 -0.6 0.8 -0.2
H 2.211686 1.352593 1.157465 -0.5 1.3 -0.3
H 4.004686 3.431593 2.642465 0.6 -3.7 -1.7
H 6.275686 1.975593 2.934465 7.0 4.9 3.4
H 5.067686 -2.019407 1.372465 -0.7 3.2 1.3
H 2.806686 -0.884407 0.902465 -0.9 0.0 -0.4
C 5.603686 1.833593 -1.084535 3.4 -1.7 0.3
C 6.637686 0.653593 -1.287535 -3.4 1.3 -0.2
C 6.112686 -0.617407 -1.742535 -0.5 0.0 -0.7
C 4.615686 -0.753407 -2.238535 1.8 5.5 3.2
C 3.708686 0.451593 -1.945535 4.1 -2.2 -0.4
C 4.257686 1.729593 -1.424535 1.8 -2.8 -0.2
N 4.047686 -1.953407 -2.831535 1.2 -1.5 0.5
O 4.858686 -2.910407 -3.028535 -2.3 2.3 0.2
O 2.830686 -1.967407 -3.047535 1.7 -0.3 -0.1
H 6.058686 2.809593 -0.500535 -1.4 -2.5 -1.9
H 7.724686 0.973593 -1.076535 -1.9 -1.4 -0.2
H 6.823686 -1.567407 -1.740535 -1.8 2.2 -0.3
H 2.696686 0.142593 -2.088535 -0.8 1.0 -0.1
H 3.823686 2.651593 -1.139535 -1.9 0.2 -0.2
C -1.027314 0.837593 5.015465 -2.0 1.4 1.3
O -1.334314 1.436593 6.050465 0.7 -0.6 -0.7
N -0.449314 1.421593 3.948465 0.1 -1.8 -0.2
C -0.082314 0.597593 2.820465 3.4 -0.1 0.7
C -0.086314 2.773593 3.942465 -0.9 3.4 2.0
H -1.475314 -0.156407 4.867465 0.8 -0.3 -0.3
H 0.720686 1.073593 2.215465 -0.2 -0.1 1.0
H -0.751314 0.506593 2.055465 -2.6 -0.7 -1.5
H 0.348686 -0.382407 3.135465 -0.6 0.6 -0.3
H -0.800314 3.371593 3.175465 2.2 -1.0 1.6
H 1.016686 2.920593 3.945465 -0.6 0.0 -1.3
H -0.245314 3.218593 5.032465 -0.5 -1.0 -2.3
C -2.465314 -3.094407 -3.094535 -3.2 0.8 0.1
O -3.320314 -2.580407 -3.813535 0.7 0.0 -0.6
N -2.394314 -4.429407 -2.892535 2.9 1.8 2.1
C -1.488314 -4.633407 -1.765535 -0.3 -9.4 -3.4
C -3.087314 -5.478407 -3.563535 -1.7 3.2 -2.4
H -1.986314 -2.424407 -2.319535 0.5 -1.0 -0.9
H -1.513314 -3.999407 -1.080535 -0.2 6.4 5.2
H -0.473314 -5.004407 -1.893535 0.4 0.7 -1.1
H -1.819314 -5.538407 -1.157535 -0.4 0.7 -0.8
H -4.171314 -5.437407 -3.388535 0.1 0.3 0.0
H -2.807314 -6.382407 -3.214535 1.4 -2.9 0.9
H -2.934314 -5.345407 -4.665535 -0.1 -0.5 0.9
```
Positions in Å, forces in eV/Å.

Results
gap between HOMO and LUMO: 5.3157 eV
LUMO: -3.477 eV
spin multiplicity: 1



Look up the spin multiplicity of the first one.
5